Entry 1:
# C6H12S

2 unconnected molecules or ions with the total composition C6H12S in a non-equilibrium geometry (ωB97M-V with the def2-TZVPD basis set, the Open Molecules 2025 dataset).

Positions of all 19 atoms, in Å:
C1 -2.31 -0.42 -0.49
H1 -0.86 2.38 -1.11
C2 -1.77 0.50 0.55
H2 -3.16 0.21 -0.89
H3 2.08 -1.96 -1.88
H4 2.87 -0.33 -0.28
H5 1.18 0.76 2.37
H6 0.43 1.95 1.34
H7 2.12 1.85 1.38
C3 1.84 -0.66 -0.19
S1 -1.80 2.27 0.03
H8 1.62 -2.77 -0.48
C4 1.26 1.22 1.41
H9 -1.57 -0.67 -1.35
H10 -2.75 -1.31 -0.09
H11 -2.12 0.45 1.53
C5 1.04 0.13 0.51
H12 0.46 -1.78 -1.31
C6 1.45 -1.83 -1.02

HOMO-LUMO gap (alpha / beta) (Ha): 0.301 / 0.308
LUMO energy (alpha / beta) (eV): 0.2 / 0.1
Total charge: 0
Energy relative to the best compared isomer or geometry (same formula, charge and spin) (kJ/mol): 488.0
Molecular weight (g/mol): 116.23


Entry 2:
# C6H12S

C6H12S in the gas phase in a non-equilibrium geometry (ωB97M-V with the def2-TZVPD basis set, the Open Molecules 2025 dataset).

Positions of all 19 atoms, in Å:
H1 -1.97 0.62 0.21
S1 1.91 0.30 -2.01
H2 2.06 0.15 0.83
H3 -0.17 -2.50 -1.10
H4 -0.19 2.69 1.26
H5 0.52 2.23 -0.39
C1 1.38 -0.71 0.79
C2 -0.42 2.14 0.39
H6 -0.77 -2.23 0.73
H7 -0.53 0.11 -2.13
C3 0.09 -0.42 -0.05
C4 -0.71 -1.76 -0.36
H8 -1.75 -1.52 -0.78
C5 0.41 0.09 -1.48
C6 -0.86 0.64 0.59
H9 -0.96 0.33 1.74
H10 1.07 -1.27 1.68
H11 2.09 -1.48 0.24
H12 -1.20 2.62 -0.16

HOMO-LUMO gap (alpha / beta) (Ha): 0.269 / 0.295
LUMO energy (alpha / beta) (eV): 0.9 / -2.1
Total charge: 0
Energy relative to the best compared isomer or geometry (same formula, charge and spin) (kJ/mol): 0.0
Multiplicity: 3
Molecular weight (g/mol): 116.23


Entry 3:
# C6H12S3

2 unconnected molecules or ions with the total composition C6H12S3 in a non-equilibrium geometry (ωB97M-V with the def2-TZVPD basis set, the Open Molecules 2025 dataset).

Positions of all 21 atoms, in Å:
C1 0.53 -0.16 0.71
H1 0.00 -2.61 1.19
C2 -1.80 0.71 1.99
H2 0.81 0.89 0.99
H3 2.97 0.20 -0.89
H4 1.11 -3.05 -0.17
H5 -0.44 2.57 -1.95
H6 1.51 -3.61 1.52
C3 2.06 0.20 -1.57
S1 -1.13 -0.69 1.14
H7 -2.85 0.51 2.42
H8 -1.96 1.53 1.30
S2 -0.59 0.15 -2.23
S3 1.81 -1.28 1.28
C4 1.04 -2.78 0.90
C5 0.81 0.15 -1.31
H9 -1.86 2.04 -2.82
C6 -1.25 1.85 -1.85
H10 -1.86 2.10 -0.95
H11 2.34 0.46 -2.64
H12 -1.25 0.83 2.92

HOMO-LUMO gap (Ha): 0.303
LUMO energy (eV): 0.7
Total charge: 0
Energy relative to the best compared isomer or geometry (same formula, charge and spin) (kJ/mol): 260.2
Molecular weight (g/mol): 180.36


Entry 4:
# C6H12Si

2 unconnected molecules or ions with the total composition C6H12Si in a non-equilibrium geometry (ωB97M-V with the def2-TZVPD basis set, the Open Molecules 2025 dataset).

Positions of all 19 atoms, in Å:
H1 3.14 -1.15 0.83
C1 1.45 0.00 -0.14
C2 2.20 -1.33 0.14
H2 2.00 0.18 -2.38
C3 -3.20 1.81 1.65
C4 -4.51 1.85 0.91
H3 3.24 0.55 -1.26
C5 0.15 0.26 0.44
H4 -0.19 -0.29 1.27
H5 -5.10 2.71 0.78
H6 -0.44 1.15 0.34
H7 1.73 1.63 -1.40
C6 2.16 0.60 -1.37
H8 -2.76 2.63 2.09
H9 -4.54 1.41 -0.03
H10 2.60 -1.62 -0.77
H11 -2.38 1.13 1.24
H12 1.62 -2.17 0.58
Si1 -4.47 0.71 2.46

HOMO-LUMO gap (Ha): 0.303
LUMO energy (eV): -0.4
Total charge: 0
Energy relative to the best compared isomer or geometry (same formula, charge and spin) (kJ/mol): 446.2
Molecular weight (g/mol): 112.25


Entry 5:
# C6H13AlO8P

A molecular structure, C6H13AlO8P (ωB97M-V with the def2-TZVPD basis set, the Open Molecules 2025 dataset).

Positions of all 29 atoms, in Å:
H1 0.39 3.02 0.13
H2 2.52 2.06 -0.47
H3 -4.05 0.10 -0.93
C1 1.08 3.69 -0.37
O1 -0.37 -1.87 -1.34
C2 -0.24 -3.61 1.32
O2 -2.55 -4.61 3.63
C3 -1.70 -4.06 2.99
O3 1.73 4.54 0.59
H4 0.76 -2.74 3.06
H5 -3.09 -1.55 -2.86
H6 -0.78 -3.23 0.46
C4 -0.10 -2.57 2.41
O4 0.22 0.65 -1.76
H7 0.26 0.36 -2.68
O5 3.74 5.55 0.67
Al1 -2.94 -0.14 -2.07
O6 3.31 3.94 -0.85
P1 -0.84 -0.32 -0.88
C5 3.00 4.75 0.19
H8 0.71 -4.03 0.99
O7 -1.29 -2.79 3.19
O8 -1.02 -4.63 1.98
H9 -0.80 -2.09 -2.18
H10 -0.09 -1.55 2.03
C6 2.26 2.98 -1.01
H11 0.53 4.31 -1.08
H12 -2.76 1.09 -3.12
H13 2.11 2.75 -2.05

HOMO-LUMO gap (Ha): 0.258
LUMO energy (eV): 2.8
Total charge: -1
Molecular weight (g/mol): 271.12


Entry 6:
# C6H13BNO6

2 unconnected molecules or ions with the total composition C6H13BNO6 (ωB97M-V with the def2-TZVPD basis set, the Open Molecules 2025 dataset).

Positions of all 27 atoms, in Å:
H1 -0.36 3.62 -0.10
H2 -0.78 0.33 -2.20
O1 -0.20 2.68 -0.10
H3 1.24 -0.21 0.91
C1 1.48 2.79 2.35
B1 1.16 2.34 -0.01
H4 0.25 -0.68 -1.15
N1 1.64 1.81 1.29
H5 -1.42 -5.18 -0.69
O2 1.72 3.40 -2.11
O3 -1.47 -1.57 -1.95
C2 -2.39 -4.76 -0.99
C3 -1.57 -2.60 -1.13
O4 3.09 1.74 -1.40
C4 1.04 0.55 1.67
H6 -0.06 0.60 1.82
O5 -1.16 -2.66 0.00
H7 2.08 3.68 2.13
H8 -1.30 -0.04 -0.53
H9 -2.92 -5.46 -1.63
H10 -2.97 -4.55 -0.09
H11 1.86 2.37 3.30
H12 0.44 3.11 2.52
C5 -0.78 -0.42 -1.41
H13 1.48 0.19 2.61
O6 -2.22 -3.59 -1.77
C6 2.10 2.51 -1.31

HOMO-LUMO gap (Ha): 0.234
LUMO energy (eV): 2.7
Total charge: -1
Molecular weight (g/mol): 205.98